[1]
# C22H31N2O2

The ion C22H31N2O2 with charge +1 (ωB97M-V/def2-TZVPD, the Open Molecules 2025 dataset).

The geometry in XYZ format:
```
57
Properties=species:S:1:pos:R:3:forces:R:3:mulliken_charge:R:1
O 3.69347 2.50021 2.47038 0.0945 -0.3127 0.3329 -0.5291
C 3.27667 3.71189 1.88084 -0.2698 0.5208 -0.0404 -0.5199
C 1.87132 4.14291 2.31245 0.1778 -0.4554 -0.0530 -0.6642
C 0.83296 3.02837 2.13954 0.1990 0.2939 0.1534 -0.9178
N 0.82523 2.52268 0.77178 -0.1220 -0.0816 -0.1491 0.2714
C 1.47686 1.24020 0.61750 0.1158 0.0708 -0.2344 -0.6973
C 1.73810 0.99812 -0.86288 0.5508 -0.1592 0.6553 -0.8472
N 0.45262 0.97391 -1.59895 -0.3021 -0.2434 0.1091 1.0207
C 0.61789 0.67654 -3.04359 0.1677 -0.3181 -0.7081 -0.7080
C 0.89168 -0.80474 -3.28705 -0.3280 -0.0407 0.3963 -0.4495
C -0.26434 -1.68264 -2.79203 0.1515 -0.1005 -0.6257 -0.7349
O -0.49747 -1.53082 -1.39713 0.1734 -0.2149 0.3513 -0.6957
C -0.14194 -2.59538 -0.56313 -0.0937 -0.1010 0.2008 0.4902
C 1.06675 -3.25967 -0.70289 -0.0313 0.1787 -0.1425 -0.1827
C 1.38080 -4.30974 0.14279 -0.0224 -0.0257 0.0192 -0.8249
C 0.48689 -4.70043 1.12384 0.0461 -0.0828 0.0133 -0.8152
C -0.72029 -4.04001 1.25759 0.0890 0.0636 -0.1055 -0.6479
C -1.05403 -2.97738 0.42461 0.1550 0.0980 -0.1654 0.2148
C -2.35112 -2.29398 0.57041 -0.2102 0.0575 -0.0239 0.2252
C -2.41298 -0.91589 0.73866 -0.0009 -0.0265 0.0424 0.5219
C -3.63046 -0.27465 0.87222 0.0436 0.0961 -0.0030 -0.8901
C -4.80464 -1.00772 0.83596 -0.0878 -0.0134 -0.0079 -0.5210
C -4.75312 -2.38282 0.67770 -0.1191 0.0314 0.0374 -0.7291
C -3.53488 -3.02473 0.54913 0.1388 0.0543 -0.0116 -0.5738
C -0.26621 2.24675 -1.37337 -0.5208 0.6390 0.3725 -0.7121
C -0.46245 2.50812 0.11895 0.1348 -0.0113 -0.1501 -0.7713
H 3.81509 2.63842 3.41620 0.0518 -0.0555 -0.0410 0.3292
H 3.98830 4.51601 2.10329 -0.0493 -0.0680 -0.1250 0.4005
H 3.28981 3.53190 0.80405 0.0200 0.0866 0.0252 0.2221
H 1.58583 5.00859 1.71545 -0.0466 0.1061 0.0033 0.3118
H 1.88002 4.43984 3.36273 0.0150 0.1116 0.0567 0.3820
H 1.05143 2.21572 2.84071 -0.0935 0.0232 -0.0099 0.3556
H -0.15188 3.42602 2.39351 -0.0192 -0.0820 0.0037 0.5210
H 2.42719 1.26199 1.15281 -0.0544 -0.1389 -0.0736 0.6494
H 0.87123 0.40804 1.02486 0.0478 0.0208 0.0197 0.1452
H 2.25603 0.04961 -0.99918 -0.1130 -0.0097 -0.1175 0.4055
H 2.34919 1.80849 -1.26486 -0.0941 -0.0434 -0.0923 0.3047
H -0.10432 0.17243 -1.21538 0.1733 0.2941 -0.0435 -0.3812
H -0.30800 0.95358 -3.55332 0.0352 0.0843 0.1247 0.4392
H 1.42846 1.29247 -3.44000 -0.1036 0.0755 0.1344 0.3145
H 1.82596 -1.10429 -2.81145 0.0402 -0.0435 -0.0583 0.2780
H 1.00547 -0.96288 -4.35941 0.0292 0.0459 -0.0253 0.4644
H -1.19315 -1.38274 -3.29094 0.0829 -0.0640 0.0142 0.4506
H -0.07010 -2.73055 -3.03294 -0.0587 0.0727 0.0540 0.4922
H 1.76441 -2.97423 -1.47643 0.0632 0.0526 -0.0766 0.3629
H 2.32382 -4.82045 0.02775 0.0917 -0.0513 -0.0079 0.4320
H 0.72838 -5.52138 1.78010 0.0283 -0.0769 0.0717 0.4167
H -1.42389 -4.34057 2.01888 -0.0730 -0.0162 0.0861 0.5596
H -1.48911 -0.35641 0.80132 0.0351 0.0303 0.0098 0.2929
H -3.66749 0.79652 1.01312 -0.0056 0.0828 0.0295 0.4449
H -5.75609 -0.50911 0.93831 -0.0920 0.0363 0.0107 0.4101
H -5.66630 -2.95762 0.65629 -0.0854 -0.0495 -0.0073 0.4016
H -3.49515 -4.09595 0.41834 -0.0035 -0.1099 -0.0231 0.5149
H -1.23524 2.20458 -1.87337 0.1076 -0.1212 -0.0705 0.4198
H 0.33094 3.05206 -1.80707 0.0031 -0.1193 -0.0520 0.3936
H -0.93441 3.48494 0.23541 -0.0593 -0.0703 -0.0716 0.6598
H -1.14375 1.74585 0.53786 -0.0029 0.0802 -0.0118 0.2942
```
Forces are in eV/Å.

Results
Charge = +1
HOMO energy = -0.4137 Ha
Electronic energy = -30386.380 eV
Kohn-Sham gap = 9.2 eV
Energy relative to the best compared isomer or geometry (same formula, charge and spin) = 117.3 kJ/mol
SMILES string = OCCCN1CC[NH+](CCCOc2ccccc2-c2ccccc2)CC1
Maximum force = 0.90 eV/A


[2]
# C44H52N6O5PbSSi2

A structure of composition C44H52N6O5PbSSi2 (ωB97M-V/def2-TZVPD, the Open Molecules 2025 dataset).

The geometry in XYZ format:
```
111
Properties=species:S:1:pos:R:3:forces:R:3:mulliken_charge:R:1
Pb 0.05808 -0.38220 1.01609 0.0220 -0.2230 -0.1870 0.8919
O 0.21651 0.02310 5.37378 -0.0050 -0.0199 0.1028 -0.6201
C 0.18720 0.35320 4.21079 0.0693 -0.0509 -0.0811 -0.3551
N -0.68633 -0.09340 3.23242 -0.0066 0.0935 -0.0475 0.2628
C -1.95070 -0.43836 3.64003 0.0672 -0.2041 -0.0835 -0.2466
O -2.40808 -0.36877 4.76057 -0.0635 0.0472 0.1088 -0.6866
C -2.90779 -0.85585 2.52864 0.2244 0.0919 -0.0611 0.3078
C -4.20199 -1.22630 2.86585 -0.0142 -0.0317 0.0359 -0.5947
C -5.08994 -1.52515 1.84940 -0.0447 0.0059 0.0342 -0.6674
C -4.66770 -1.42930 0.53062 -0.0189 -0.0210 -0.0464 -0.9149
C -3.35959 -1.05919 0.28528 0.0933 -0.0306 0.0658 -0.8342
N -2.49724 -0.79040 1.26552 -0.0305 0.1158 -0.0417 1.2707
C 1.19817 1.38328 3.73241 -0.1612 -0.1193 -0.0815 0.2640
C 1.80364 2.22751 4.65180 0.0224 0.0130 0.0227 -0.7207
C 2.64614 3.21495 4.17266 0.0249 0.0070 0.0052 -0.4714
C 2.86975 3.31235 2.80546 0.0222 0.0077 0.0310 -0.9374
C 2.25096 2.40002 1.96973 0.0259 -0.1261 0.0313 -0.4076
N 1.43182 1.45780 2.42875 -0.0204 0.1442 -0.0862 0.5158
H -4.46813 -1.26385 3.91222 -0.0068 -0.0002 -0.0122 0.5937
H -6.10527 -1.82162 2.08076 0.0054 -0.0051 -0.0063 0.4441
H -5.33299 -1.63904 -0.29609 -0.0090 0.0004 0.0169 0.5480
H -2.98115 -0.97659 -0.72768 0.0029 0.0128 0.0218 0.4390
H 1.58855 2.09854 5.70276 -0.0005 0.0047 -0.0051 0.6023
H 3.12146 3.90746 4.85571 -0.0037 -0.0004 -0.0026 0.4128
H 3.51336 4.07798 2.39423 -0.0032 -0.0027 0.0026 0.4718
H 2.41786 2.41179 0.89872 -0.0142 0.0027 0.0108 0.4685
C 3.27439 -0.88933 -3.67498 0.0027 -0.0064 -0.0151 -0.4420
C 2.03090 -1.43649 -3.94625 -0.0547 0.0927 -0.0383 -0.8135
C 0.88176 -0.68850 -3.71845 0.1055 0.0100 -0.0622 -0.2978
C 0.95970 0.61107 -3.21309 0.1852 -0.1063 -0.1187 0.6300
C 2.22538 1.14252 -2.93362 -0.0740 -0.0574 0.0385 0.0535
C 3.37219 0.40107 -3.16585 -0.0155 -0.0586 0.0341 -0.7644
Si -0.58188 1.61630 -3.10710 -0.1596 -0.1261 0.3960 -0.3380
C -0.53183 3.18602 -4.06996 -0.1027 0.3117 0.1156 0.4928
C -1.43415 3.38151 -5.11684 0.0727 -0.0298 -0.1515 -0.3668
C -1.45822 4.57512 -5.82777 0.0054 -0.0294 0.0442 -0.5598
C -0.58401 5.59595 -5.48684 0.0095 -0.0083 0.0346 -0.4435
C 0.31564 5.42281 -4.44107 -0.0263 -0.0141 -0.0500 -0.7898
C 0.33730 4.23075 -3.73663 0.0273 0.0009 -0.1066 0.1285
H 4.17141 -1.46780 -3.85687 0.0030 -0.0021 0.0017 0.4038
H 1.95194 -2.44582 -4.32941 0.0026 0.0175 -0.0145 0.4935
H -0.08700 -1.12807 -3.93073 0.0696 0.0526 -0.0497 0.4287
H 2.32305 2.14521 -2.53312 -0.0209 0.0232 -0.0206 0.0816
H 4.34401 0.82996 -2.95974 0.0229 0.0124 0.0182 0.5259
H -1.73464 0.80029 -3.54593 0.0080 0.0227 0.0014 -0.2278
H -2.11920 2.58699 -5.39502 -0.0249 0.0187 0.0429 0.3506
H -2.16207 4.70831 -6.63917 0.0058 -0.0001 -0.0030 0.3988
H -0.60808 6.53229 -6.02961 0.0122 -0.0072 -0.0066 0.3878
H 0.99361 6.22199 -4.17112 -0.0139 0.0028 0.0075 0.3984
H 1.02723 4.12761 -2.90831 -0.0285 -0.0079 0.0149 0.2031
C -7.34126 2.71691 -1.59287 0.0544 0.0079 0.0141 -1.5513
C -5.85800 2.76257 -1.33537 -0.0861 0.0156 -0.0428 0.9277
C -4.98316 3.24073 -2.31187 -0.0418 -0.0287 -0.0071 -0.9067
C -3.62444 3.32020 -2.07180 0.0346 0.0643 0.0796 -0.6980
C -3.13299 2.89557 -0.84132 -0.1541 0.1062 -0.0314 -0.1201
C -3.97885 2.42056 0.14930 0.0183 -0.0359 -0.1180 -0.3516
C -5.33995 2.36228 -0.10871 -0.0046 -0.0433 0.0423 -0.7274
S -1.41665 3.01407 -0.52125 0.1884 -0.2441 0.1886 1.3157
O -0.93783 4.28823 -0.95726 -0.0151 -0.0170 0.0722 -0.6781
O -1.15909 2.53817 0.80224 -0.0679 0.3085 0.1424 -0.6128
O -0.80200 1.90706 -1.44149 0.1248 -0.1279 -0.6024 0.5893
H -7.55487 2.58021 -2.65247 0.0045 -0.0045 0.0042 0.3825
H -7.81324 3.65047 -1.27849 0.0155 -0.0046 -0.0025 0.3024
H -7.81377 1.90748 -1.03699 0.0104 0.0021 -0.0056 0.3731
H -5.37627 3.56489 -3.26820 -0.0005 -0.0019 0.0055 0.4364
H -2.95407 3.73362 -2.81877 -0.0399 -0.0428 0.0630 0.5467
H -3.57128 2.10501 1.10013 0.0140 -0.0049 0.0087 0.5288
H -6.00905 1.99478 0.66034 0.0034 -0.0080 -0.0065 0.4201
C -0.01351 -5.34480 -0.56002 -0.0435 -0.1666 0.1066 -1.2447
Si 0.21847 -3.49601 -0.42912 0.0568 0.0921 -0.0169 -0.5912
C 1.94478 -3.13372 -1.07946 0.1705 0.0489 -0.0661 -0.2840
C -0.93285 -2.74548 -1.71711 -0.1283 0.0760 -0.0113 -0.2623
N 0.03766 -2.77155 1.10096 -0.0843 0.1670 0.2795 0.9834
C -0.21748 -3.41844 2.30757 -0.1417 -0.0660 0.0529 0.2525
C 0.40557 -3.00448 3.49861 0.0722 -0.0400 -0.0498 0.3005
C 0.13287 -3.59290 4.72243 -0.0095 -0.0130 -0.0219 -0.5583
C -0.76490 -4.64826 4.81512 0.0257 0.0281 -0.0578 -0.7153
C -1.38807 -5.08650 3.65463 -0.0110 0.0111 0.0159 -0.7805
C -1.13178 -4.48316 2.43264 -0.0185 0.1343 -0.0252 -0.6544
H 0.33262 -5.65717 -1.54987 -0.0043 -0.0259 0.0188 0.3958
H -1.06139 -5.63689 -0.46489 0.0344 -0.0236 -0.0207 0.3239
H 0.55606 -5.89829 0.19045 -0.0184 0.0294 -0.0142 0.3741
H 2.07658 -3.51372 -2.09788 0.0201 0.0057 0.1044 0.5208
H 2.71318 -3.59213 -0.44900 -0.0164 -0.0005 -0.0069 0.3260
H 2.12866 -2.05294 -1.11516 0.0078 -0.0715 -0.0034 -0.4248
H -0.72197 -3.17866 -2.70054 -0.0199 0.0190 0.0190 0.5120
H -0.81081 -1.65922 -1.80535 -0.0612 -0.0952 0.0597 -0.6161
H -1.97665 -2.95889 -1.47123 0.0207 0.0041 -0.0247 0.4967
H 1.11797 -2.18835 3.45786 -0.0232 -0.0006 0.0012 0.0431
H 0.62211 -3.21177 5.61021 -0.0069 0.0078 -0.0025 0.4059
H -0.98310 -5.10813 5.76965 -0.0003 0.0036 -0.0017 0.3838
H -2.10472 -5.89863 3.70134 0.0068 -0.0021 -0.0088 0.3791
H -1.66968 -4.81763 1.55492 -0.0003 0.0047 -0.0247 0.2614
C 5.87084 0.11563 0.15736 -0.0238 0.0600 -0.0068 -1.6654
C 5.04010 -0.79818 1.04983 -0.0629 0.0342 -0.0350 1.7186
C 5.29712 -2.25907 0.68199 0.0251 -0.0467 -0.0173 -1.5701
C 5.39140 -0.54680 2.51429 -0.0192 0.0335 0.0119 -1.8828
N 3.63141 -0.39436 0.83347 0.1142 -0.0596 0.1467 0.3660
N 2.66355 -1.15259 1.54513 -0.1121 0.1063 -0.0285 -0.1028
H 6.93591 -0.07064 0.30044 -0.0103 -0.0101 -0.0083 0.4395
H 5.66252 1.16189 0.38975 0.0117 -0.0220 0.0006 0.3529
H 5.63797 -0.05704 -0.89616 -0.0144 -0.0003 -0.0245 0.3077
H 6.35425 -2.50436 0.80101 -0.0120 0.0020 0.0084 0.4987
H 5.01611 -2.45111 -0.35643 0.0119 0.0041 -0.0039 0.2639
H 4.73275 -2.94069 1.32172 0.0092 -0.0078 -0.0032 0.3448
H 6.46762 -0.64019 2.66597 -0.0070 -0.0205 -0.0026 0.5127
H 4.90696 -1.26645 3.17782 0.0034 0.0166 -0.0070 0.3438
H 5.08437 0.46008 2.80715 0.0184 -0.0138 -0.0082 0.3052
H 3.40008 -0.47154 -0.15244 0.0036 -0.0035 -0.0088 -0.3344
H 2.79678 -0.99293 2.53685 -0.0002 0.0513 -0.0086 0.1191
H 2.71334 -2.15447 1.36748 -0.0099 -0.0147 0.0287 0.0090
```
Forces are in eV/Å.

Results
HOMO energy = -0.2487 Ha
Electronic energy = -97492.767 eV
Kohn-Sham gap = 7.0 eV
Energy relative to the best compared isomer or geometry (same formula, charge and spin) = 70.9 kJ/mol
Maximum force = 0.63 eV/A